Below is a structure of composition C54H65N5O34S4, with properties calculated with the ωB97M-V functional and the def2-TZVPD basis.

E_LUMO (alpha / beta): -5.8 / -9.3 eV
E: -6520.3553 Eh
strongest force on any atom: 7.20 eV Å⁻¹
HOMO energy (alpha / beta): -10.33 / -10.33 eV

ORCA input file:
```
! wB97M-V def2-TZVPD RIJCOSX def2/J DEFGRID3
* xyz 1 2
C 0.70 -0.59 -0.75
C -0.35 0.45 -0.34
O 0.10 1.48 -1.16
S 0.26 0.94 -2.71
O 1.29 1.64 -3.40
O -1.04 0.77 -3.34
O 0.82 -0.48 -2.21
H 0.38 -1.62 -0.57
H 1.66 -0.36 -0.28
H -0.40 0.73 0.71
H -1.33 0.13 -0.70
C -2.00 3.07 2.01
C -2.24 2.49 3.41
O -1.30 3.12 4.16
S -1.28 4.70 3.81
O 0.12 5.04 3.90
O -2.34 5.37 4.55
O -1.69 4.43 2.27
H -2.81 2.96 1.28
H -1.07 2.71 1.57
H -2.10 1.42 3.27
H -3.23 2.50 3.86
C -4.17 2.51 -3.63
C -4.27 1.51 -2.49
O -4.51 2.31 -1.31
S -4.37 3.92 -1.48
O -3.02 4.34 -1.25
O -5.45 4.56 -0.81
O -4.69 3.74 -3.12
H -4.77 2.16 -4.47
H -3.17 2.58 -4.06
H -3.29 1.04 -2.40
H -5.03 0.76 -2.72
C 4.50 -0.14 -8.88
C 5.59 0.41 -7.87
O 4.95 0.47 -6.58
S 3.41 -0.13 -6.65
O 2.47 0.77 -5.96
O 3.34 -1.59 -6.46
O 3.31 0.23 -8.26
H 4.73 -1.20 -8.93
H 4.73 0.28 -9.86
H 6.01 1.40 -8.04
H 6.42 -0.30 -7.81
C 0.99 -4.41 0.66
C 2.35 -4.60 0.87
C 2.78 -5.39 1.95
C 1.86 -5.91 2.90
C 0.43 -5.75 2.60
C 0.03 -5.11 1.46
N 2.27 -6.49 4.19
O 3.45 -6.74 4.39
O 1.43 -6.64 5.06
H 0.60 -3.80 -0.14
H 3.15 -4.20 0.27
H 3.83 -5.49 2.18
H -0.29 -6.24 3.24
H -1.03 -5.04 1.27
C -4.27 -6.70 -1.49
C -3.19 -6.07 -2.07
C -2.69 -4.93 -1.46
C -3.31 -4.38 -0.28
C -4.41 -5.09 0.25
C -4.87 -6.27 -0.31
N -2.83 -3.14 0.35
O -3.44 -2.71 1.30
O -1.85 -2.57 -0.14
H -4.56 -7.60 -2.02
H -2.73 -6.44 -2.97
H -1.87 -4.48 -2.00
H -4.83 -4.69 1.16
H -5.79 -6.72 0.04
C -8.36 -2.01 0.64
C -7.28 -2.48 -0.12
C -6.10 -1.74 -0.09
C -5.94 -0.50 0.57
C -7.07 -0.04 1.20
C -8.29 -0.72 1.24
N -4.68 0.27 0.73
O -4.55 1.19 1.52
O -3.68 -0.10 0.11
H -9.24 -2.62 0.68
H -7.37 -3.41 -0.66
H -5.24 -2.06 -0.66
H -7.10 0.92 1.69
H -9.09 -0.20 1.75
C 6.82 -0.31 4.23
C 5.55 -0.71 4.68
C 4.54 -0.99 3.78
C 4.71 -0.83 2.37
C 6.04 -0.58 1.99
C 7.08 -0.27 2.85
N 3.63 -1.10 1.40
O 2.62 -1.60 1.89
O 3.82 -1.10 0.12
H 7.62 -0.03 4.91
H 5.38 -0.69 5.75
H 3.53 -1.26 4.06
H 6.28 -0.42 0.95
H 8.07 0.04 2.55
C 4.23 2.53 6.11
C 5.14 2.64 5.07
C 4.61 2.69 3.82
C 3.23 2.60 3.63
C 2.33 2.58 4.70
C 2.85 2.51 5.93
N 2.80 2.57 2.21
O 1.59 2.40 1.98
O 3.67 2.66 1.34
H 4.56 2.70 7.12
H 6.20 2.70 5.23
H 5.19 2.75 2.91
H 1.25 2.59 4.68
H 2.31 2.47 6.86
O 6.80 1.73 -1.25
C 5.89 2.40 -1.80
O 6.21 3.33 -2.62
C 5.06 3.80 -3.28
C 3.93 2.74 -3.03
C 4.40 2.16 -1.73
H 5.21 3.90 -4.36
H 4.64 4.68 -2.80
H 3.89 1.95 -3.79
H 3.07 3.41 -3.00
H 4.06 1.13 -1.68
H 4.11 2.73 -0.84
O -0.71 0.69 6.42
C -0.85 0.01 5.39
O -2.03 -0.39 4.98
C -1.91 -1.33 3.91
C -0.64 -0.92 3.21
C 0.20 -0.44 4.39
H -2.72 -1.32 3.18
H -1.87 -2.35 4.28
H -0.70 -0.12 2.47
H -0.12 -1.74 2.71
H 0.99 0.29 4.19
H 0.66 -1.34 4.80
O 0.78 7.42 1.40
C 0.66 6.85 0.28
O -0.10 7.38 -0.61
C -0.29 6.43 -1.65
C 0.51 5.19 -1.30
C 1.26 5.48 -0.06
H 0.08 6.98 -2.51
H -1.34 6.18 -1.81
H 1.12 5.02 -2.18
H -0.14 4.31 -1.24
H 2.33 5.57 -0.25
H 0.99 4.88 0.81
O -5.93 -2.69 -3.17
C -4.78 -2.62 -3.62
O -3.82 -1.88 -2.99
C -2.59 -1.92 -3.61
C -2.65 -3.14 -4.49
C -4.10 -3.28 -4.84
H -1.69 -2.05 -3.02
H -2.48 -1.04 -4.24
H -2.30 -4.05 -4.01
H -2.06 -2.97 -5.39
H -4.29 -4.35 -4.92
H -4.45 -2.69 -5.68
*
```

=====

Below is a structure of composition CH3IN2O, with properties calculated with the ωB97M-V functional and the def2-TZVPD basis.

E_LUMO (alpha / beta): -1.3 / -0.6 eV
E: -522.1415 Eh
strongest force on any atom: 3.04 eV Å⁻¹
HOMO energy (alpha / beta): -8.86 / -9.04 eV

ORCA input file:
```
! wB97M-V def2-TZVPD RIJCOSX def2/J DEFGRID3
* xyz 0 1
C 0.52 -1.64 -0.01
N -1.06 2.21 0.02
N -0.75 1.03 -0.03
O -1.46 0.02 -0.12
I 1.79 0.01 -0.05
H 0.74 -2.40 -0.70
H 0.38 -1.96 0.94
H -0.17 2.73 -0.06
*
```